A 7-piece molecular cluster, C41H101F6N5O8P overall. Source: OMol25; level of theory: the ωB97M-V functional and the def2-TZVPD basis.

Bonds (Å) are listed after each position.
Positions of all 162 atoms, in Å:
1 C 2.960 2.529 -8.882  C2 1.581, H11 1.090, H12 1.090, H13 1.090
2 C 1.573 1.770 -8.880  C1 1.581, N3 1.568, H14 1.090, H15 1.090
3 N 0.956 1.511 -7.463  C2 1.568, C4 1.528, C5 1.578, C7 1.596
4 C -0.361 0.775 -7.707  N3 1.528, H16 1.090, H17 1.090, H18 1.090
5 C 1.870 0.443 -6.745  N3 1.578, C6 1.548, H19 1.090, H20 1.090
6 C 1.535 -0.049 -5.315  C5 1.548, H21 1.090, H22 1.090, H23 1.090
7 C 0.846 2.886 -6.660  N3 1.596, C8 1.528, H24 1.090, H25 1.090
8 C -0.180 3.918 -7.128  C7 1.528, O9 1.438, H26 1.090, H27 1.090
9 O 0.468 4.630 -8.196  C8 1.438, C10 1.439
10 C -0.273 5.708 -8.794  O9 1.439, H28 1.090, H29 1.090, H30 1.090
11 H 2.757 3.595 -8.773  C1 1.090
12 H 3.583 2.405 -9.767  C1 1.090
13 H 3.547 2.196 -8.026  C1 1.090
14 H 1.672 0.737 -9.214  C2 1.090
15 H 0.776 2.201 -9.486  C2 1.090
16 H -0.252 -0.295 -7.886  C4 1.090
17 H -0.916 1.342 -8.455  C4 1.090
18 H -0.863 0.792 -6.740  C4 1.090
19 H 2.805 0.969 -6.551  C5 1.090
20 H 2.055 -0.325 -7.496  C5 1.090
21 H 0.481 -0.285 -5.174  C6 1.090
22 H 1.817 0.731 -4.608  C6 1.090
23 H 2.108 -0.968 -5.192  C6 1.090
24 H 1.821 3.374 -6.656  C7 1.090
25 H 0.647 2.454 -5.679  C7 1.090
26 H -0.537 4.574 -6.334  C8 1.090
27 H -1.121 3.534 -7.521  C8 1.090
28 H -0.250 6.627 -8.208  C10 1.090
29 H -1.306 5.393 -8.940  C10 1.090
30 H 0.179 5.909 -9.765  C10 1.090
31 C 2.543 9.187 1.400  C32 1.612, H41 1.090, H42 1.090, H43 1.090
32 C 2.703 7.876 0.474  C31 1.612, N33 1.558, H44 1.090, H45 1.090
33 N 1.362 7.122 0.226  C32 1.558, C34 1.534, C35 1.571, C37 1.509
34 C 1.794 5.786 -0.390  N33 1.534, H46 1.090, H47 1.090, H48 1.090
35 C 0.786 6.705 1.627  N33 1.571, C36 1.486, H49 1.090, H50 1.090
36 C -0.587 6.142 1.549  C35 1.486, H51 1.090, H52 1.090, H53 1.090
37 C 0.411 7.924 -0.628  N33 1.509, C38 1.584, H54 1.090, H55 1.090
38 C 0.945 8.662 -1.923  C37 1.584, O39 1.461, H56 1.090, H57 1.090
39 O 1.922 7.842 -2.636  C38 1.461, C40 1.404
40 C 2.746 8.473 -3.581  O39 1.404, H58 1.090, H59 1.090, H60 1.090
41 H 2.189 8.943 2.402  C31 1.090
42 H 1.820 9.844 0.917  C31 1.090
43 H 3.448 9.761 1.597  C31 1.090
44 H 3.414 7.141 0.849  C32 1.090
45 H 3.119 8.166 -0.490  C32 1.090
46 H 2.484 5.184 0.201  C34 1.090
47 H 2.264 6.002 -1.350  C34 1.090
48 H 0.970 5.252 -0.864  C34 1.090
49 H 0.721 7.686 2.099  C35 1.090
50 H 1.512 6.168 2.237  C35 1.090
51 H -1.193 7.009 1.284  C36 1.090
52 H -0.947 5.697 2.476  C36 1.090
53 H -0.611 5.334 0.817  C36 1.090
54 H -0.022 8.656 0.053  C37 1.090
55 H -0.389 7.216 -0.843  C37 1.090
56 H 1.471 9.553 -1.578  C38 1.090
57 H 0.143 8.977 -2.591  C38 1.090
58 H 3.572 9.058 -3.176  C40 1.090
59 H 2.133 9.200 -4.114  C40 1.090
60 H 3.142 7.703 -4.244  C40 1.090
61 C 8.556 -0.056 4.659  C62 1.551, H71 1.090, H72 1.090, H73 1.090
62 C 7.698 -1.031 5.504  C61 1.551, N63 1.542, H74 1.090, H75 1.090
63 N 6.562 -1.651 4.665  C62 1.542, C64 1.563, C65 1.571, C67 1.588
64 C 5.755 -0.487 4.003  N63 1.563, H76 1.090, H77 1.090, H78 1.090
65 C 7.070 -2.579 3.503  N63 1.571, C66 1.493, H79 1.090, H80 1.090
66 C 6.015 -3.113 2.591  C65 1.493, H81 1.090, H82 1.090, H83 1.090
67 C 5.466 -2.430 5.510  N63 1.588, C68 1.610, H84 1.090, H85 1.090
68 C 6.140 -3.703 6.229  C67 1.610, O69 1.501, H86 1.090, H87 1.090
69 O 7.042 -3.149 7.294  C68 1.501, C70 1.412
70 C 7.867 -4.044 8.010  O69 1.412, H88 1.090, H89 1.090, H90 1.090
71 H 7.924 0.745 4.274  C61 1.090
72 H 9.179 -0.367 3.820  C61 1.090
73 H 9.227 0.517 5.299  C61 1.090
74 H 7.324 -0.545 6.405  C62 1.090
75 H 8.418 -1.804 5.775  C62 1.090
76 H 4.779 -0.871 3.706  C64 1.090
77 H 6.299 -0.162 3.115  C64 1.090
78 H 5.592 0.337 4.698  C64 1.090
79 H 7.692 -3.305 4.027  C65 1.090
80 H 7.682 -1.875 2.940  C65 1.090
81 H 5.355 -2.372 2.141  C66 1.090
82 H 5.241 -3.750 3.020  C66 1.090
83 H 6.474 -3.705 1.800  C66 1.090
84 H 4.618 -2.722 4.891  C67 1.090
85 H 5.039 -1.754 6.250  C67 1.090
86 H 6.465 -4.322 5.393  C68 1.090
87 H 5.459 -4.288 6.847  C68 1.090
88 H 8.482 -4.476 7.220  C70 1.090
89 H 7.320 -4.801 8.573  C70 1.090
90 H 8.567 -3.535 8.672  C70 1.090
91 C -0.325 -9.750 -1.956  C92 1.528, H101 1.090, H102 1.090, H103 1.090
92 C -0.413 -8.300 -2.430  C91 1.528, N93 1.583, H104 1.090, H105 1.090
93 N -1.803 -7.910 -3.079  C92 1.583, C94 1.568, C95 1.573, C97 1.524
94 C -1.935 -8.628 -4.467  N93 1.568, H106 1.090, H107 1.090, H108 1.090
95 C -2.971 -8.210 -2.069  N93 1.573, C96 1.537, H109 1.090, H110 1.090
96 C -2.752 -7.617 -0.668  C95 1.537, H111 1.090, H112 1.090, H113 1.090
97 C -1.794 -6.412 -3.359  N93 1.524, C98 1.556, H114 1.090, H115 1.090
98 C -3.025 -5.708 -4.001  C97 1.556, O99 1.417, H116 1.090, H117 1.090
99 O -3.103 -6.105 -5.359  C98 1.417, C100 1.437
100 C -4.288 -5.624 -6.014  O99 1.437, H118 1.090, H119 1.090, H120 1.090
101 H -0.436 -10.405 -2.821  C91 1.090
102 H -0.982 -9.914 -1.102  C91 1.090
103 H 0.652 -9.982 -1.532  C91 1.090
104 H 0.341 -8.200 -3.210  C92 1.090
105 H -0.021 -7.612 -1.681  C92 1.090
106 H -1.182 -8.261 -5.164  C94 1.090
107 H -2.899 -8.332 -4.881  C94 1.090
108 H -1.883 -9.715 -4.417  C94 1.090
109 H -3.122 -9.271 -1.867  C95 1.090
110 H -3.892 -7.844 -2.521  C95 1.090
111 H -1.855 -8.026 -0.203  C96 1.090
112 H -3.502 -8.041 0.001  C96 1.090
113 H -2.869 -6.534 -0.640  C96 1.090
114 H -0.941 -6.450 -4.037  C97 1.090
115 H -1.458 -5.987 -2.414  C97 1.090
116 H -2.919 -4.629 -3.896  C98 1.090
117 H -3.990 -5.852 -3.514  C98 1.090
118 H -4.283 -4.554 -6.222  C100 1.090
119 H -5.227 -5.846 -5.508  C100 1.090
120 H -4.433 -6.134 -6.966  C100 1.090
121 C -2.520 -0.286 6.754  C122 1.549, H131 1.090, H132 1.090, H133 1.090
122 C -3.814 -0.504 7.577  C121 1.549, N123 1.526, H134 1.090, H135 1.090
123 N -4.870 -1.350 6.872  C122 1.526, C124 1.595, C125 1.581, C127 1.616
124 C -4.199 -2.751 6.508  N123 1.595, H136 1.090, H137 1.090, H138 1.090
125 C -6.107 -1.453 7.851  N123 1.581, C126 1.472, H139 1.090, H140 1.090
126 C -7.226 -2.311 7.429  C125 1.472, H141 1.090, H142 1.090, H143 1.090
127 C -5.425 -0.727 5.489  N123 1.616, C128 1.581, H144 1.090, H145 1.090
128 C -6.490 0.435 5.611  C127 1.581, O129 1.375, H146 1.090, H147 1.090
129 O -5.808 1.424 6.281  C128 1.375, C130 1.434
130 C -6.677 2.470 6.736  O129 1.434, H148 1.090, H149 1.090, H150 1.090
131 H -1.784 0.150 7.430  C121 1.090
132 H -2.584 0.436 5.940  C121 1.090
133 H -1.993 -1.148 6.344  C121 1.090
134 H -4.250 0.398 8.006  C122 1.090
135 H -3.603 -1.073 8.483  C122 1.090
136 H -4.971 -3.485 6.273  C124 1.090
137 H -3.644 -2.996 7.413  C124 1.090
138 H -3.548 -2.690 5.636  C124 1.090
139 H -6.433 -0.412 7.862  C125 1.090
140 H -5.742 -1.788 8.822  C125 1.090
141 H -7.311 -2.313 6.342  C126 1.090
142 H -8.156 -2.182 7.983  C126 1.090
143 H -7.015 -3.334 7.740  C126 1.090
144 H -5.669 -1.578 4.852  C127 1.090
145 H -4.516 -0.305 5.060  C127 1.090
146 H -7.349 -0.090 6.028  C128 1.090
147 H -6.804 0.723 4.608  C128 1.090
148 H -7.458 2.771 6.038  C130 1.090
149 H -5.991 3.312 6.829  C130 1.090
150 H -7.156 2.388 7.711  C130 1.090
151 O -2.677 -1.592 0.413  C152 1.290, H155 0.960
152 C -1.441 -1.517 0.776  O151 1.290, O153 1.241, O154 1.258
153 O -0.864 -0.421 0.702  C152 1.241
154 O -0.790 -2.535 1.128  C152 1.258
155 H -2.665 -0.695 0.071  O151 0.960
156 P -6.062 2.680 -3.685  F157 1.589, F158 1.601, F159 1.630, F160 1.596, F161 1.624, F162 1.578
157 F -6.851 1.307 -3.561  P156 1.589
158 F -5.939 2.303 -5.236  P156 1.601
159 F -7.501 3.368 -4.019  P156 1.630
160 F -5.356 4.082 -3.974  P156 1.596
161 F -6.336 3.086 -2.137  P156 1.624
162 F -4.669 2.001 -3.384  P156 1.578

For the HOMO energy, the calculation gives -10.135 eV. The spin multiplicity is 1. The total energy comes out at -93552.113 eV. The charge is +3. The relative energy (zero: lowest compared OMol25 entry of this formula, charge and spin) comes out at 202.4 kcal per mole.

Atomic partial charges in e from the Mulliken method, atoms 1 to 8:
1 C -1.15
2 C -0.38
3 N -0.18
4 C -1.02
5 C -0.28
6 C -1.28
7 C -0.71
8 C -0.66